1.
The following is a quantum chemistry calculation of a cluster of 5 separate species, C37H34N3O11P in total, from the Open Molecules 2025 dataset.

```
86
Properties=species:S:1:pos:R:3
N -0.5904 2.8021 -2.7809
H 0.1745 -0.0771 -2.8378
H 1.8058 7.7063 -4.0628
H -2.0518 -3.2895 -0.1045
H 0.4112 -3.2303 5.5408
H 4.5501 -2.8863 6.8839
N -0.3807 1.0998 -1.2261
H 1.7006 1.4279 -6.3826
C -0.5617 -1.6883 0.1721
C -4.0371 0.4605 1.7335
H -4.1944 1.4869 1.4274
C -3.7128 -1.3691 3.2837
H -1.4457 -0.4286 -2.2888
C -3.9579 0.9984 4.1818
C 2.8141 3.7150 -4.0423
C 3.1460 -1.7014 7.9409
H -2.5286 3.0123 -0.7044
H 2.1064 -5.7574 2.9941
C 0.6064 8.0296 -5.8644
C -2.0066 -2.2025 -0.0782
O 4.2151 0.8196 -6.5567
H 4.9123 3.9651 -3.4665
C 0.9160 7.3642 -4.5756
C -2.8175 -2.0607 2.3007
C 3.5207 -2.5761 7.0121
H -2.1765 2.0075 3.7218
H 1.4392 -3.9538 1.4203
H -4.8509 1.0614 4.7939
H -0.5958 -0.8679 0.8926
H 0.9042 -8.7646 0.0595
C 4.7175 2.4475 -4.9333
H -2.2828 6.2806 -6.6113
C 2.5316 -3.1846 6.0846
H -2.3748 -1.8081 -1.0238
H 5.7672 2.1925 -5.0043
O 2.8781 -3.9816 5.2380
C 3.7966 1.6784 -5.8102
C 1.3403 -5.0028 1.1681
H 0.3439 -2.1901 -1.7106
C -1.0746 5.9580 -4.8140
P -1.7115 -3.3321 2.9131
C 0.7829 -5.3190 -0.1731
O 1.3866 -0.4994 8.9397
C -1.3912 6.6244 -6.1026
H -2.6278 1.9809 5.5116
C 0.6396 -6.7490 -0.5397
C -0.4323 -0.1839 -1.9371
C 1.5548 -7.4004 1.6458
O 1.8761 -8.2816 2.4108
C 0.7390 -1.9067 7.1647
C -1.1234 2.1283 -1.8619
C -2.8794 1.7114 4.4937
C -3.8977 -0.6027 0.6979
H 0.2307 -6.9521 -1.5214
C -0.6119 7.5848 -6.5904
O -1.7948 5.0799 -4.3816
H -0.2905 -1.5959 7.2913
O -4.2574 -1.9511 4.1930
O -4.5592 -0.6550 -0.3126
H 1.1646 -0.9528 -0.8057
C 0.9981 -7.7139 0.3026
N -2.4849 2.3243 -1.4482
H -1.2640 3.4535 -3.1860
H 0.8445 3.1951 -4.8378
C 1.1101 -2.7820 6.2339
C 0.1707 -1.3027 -1.1059
O 2.4022 4.5753 -3.2944
C -2.8834 -1.6773 1.0194
C -3.9279 0.0976 3.0106
H -2.8701 1.4521 -1.1009
O -0.4659 -2.8086 3.5307
H -2.4849 -4.1123 3.7832
C 4.2621 3.3911 -4.1146
C 2.3513 2.0034 -5.7364
C 1.8934 2.9469 -4.9177
O 1.3152 8.9046 -6.3125
C 1.6984 -5.9668 2.0124
H 0.0093 -2.4938 0.6292
H -0.8190 8.0859 -7.5274
H -0.6939 0.9914 -0.2688
H 3.8461 -1.2432 8.6280
H -1.4325 -4.1128 1.7794
C 0.1400 6.4012 -4.0849
O 0.4516 -4.4358 -0.9406
C 1.7234 -1.2973 8.0906
H 0.3558 5.9034 -3.1499
```

Calculated values
Frontier orbital gap (eV): 7.4
DFT total energy (hartree): -2763.3706
Structure (SMILES): [H]/N=C(\N)NCCCCC1=C([PH2]=O)C(=O)C(C=C)=CC1=O.O=C1C=CC(=O)C=C1.O=C1C=CC(=O)C=C1.O=C1C=CC(=O)C=C1.O=C1C=CC(=O)C=C1
2S+1: 1

Results of the Löwdin charge analysis, in e, for atoms 1 through 6: 0.183, 0.116, 0.125, 0.107, 0.084, 0.120

***

2.
The following is a quantum chemistry calculation of a structure of composition C37H34N3O3SSiTi, from the Open Molecules 2025 dataset.

```
80
Properties=species:S:1:pos:R:3
C 3.1162 3.1763 -1.5851
H 0.2699 2.7649 -4.9546
C -0.1950 -0.1121 7.3194
C -0.8244 -5.4635 -1.3443
H -1.9759 6.2198 0.2161
C -3.7793 3.3691 -0.0051
O -4.1750 -3.2551 -0.3473
H 0.9809 -0.9309 2.6099
C 3.7403 -1.2361 0.6723
C 1.9203 -1.3224 2.2353
H 2.0563 -2.8192 3.7500
Ti -0.1944 0.2610 0.2578
H 0.0465 -0.2623 8.3658
H 1.6227 -1.2174 -5.1708
C -0.8080 0.2884 4.5839
O -0.3676 -1.5928 0.2007
H 2.8452 3.7010 -2.4956
H -0.0747 -2.1922 6.8125
C -0.4471 1.1653 6.8281
C -1.6304 -0.6827 -5.7298
C 2.5314 -2.3866 2.8766
C 3.7484 -2.8865 2.4301
Si -0.3110 0.3489 -4.8441
C -0.7443 1.3639 5.4913
S -1.2160 0.5567 2.9189
H -4.3131 5.4369 -0.1171
H -2.2239 -7.0392 -1.7743
N 1.8660 0.3167 0.4255
H 4.2297 -3.7171 2.9341
C 4.5338 2.8916 0.3117
C -0.4056 0.2247 -3.0406
C 2.3540 2.0910 -1.1888
C 2.5061 -0.7152 1.1113
H -1.5437 -1.7380 -5.4617
H -2.6278 -0.3502 -5.4330
N -2.6025 -1.2288 -0.0049
H 2.1653 0.4520 -5.0315
H -4.2037 -5.6875 -1.1406
H -4.7995 3.0238 -0.1411
H 5.3782 3.2075 0.9162
C -0.6726 -4.1698 -0.8800
C -3.1020 1.0117 0.1101
C -1.7755 -3.4064 -0.4963
C 3.7787 1.8052 0.7150
C -1.5599 -2.0314 -0.0415
H -4.1481 0.7256 0.0210
C -0.5277 2.1544 -5.3841
H 4.8084 4.4449 -1.1584
C -2.1959 5.1587 0.1882
C -3.5081 4.7222 0.0113
H -0.4071 2.0154 7.5026
H 1.5067 1.7861 -1.7823
C 4.2165 3.5921 -0.8450
H -1.5543 -0.5995 -6.8174
C -3.0644 -3.9629 -0.6261
H -0.6168 -1.8404 4.4273
C -2.7713 2.4057 0.1437
H 4.2061 -0.7991 -0.2025
C -3.2055 -5.2736 -1.0671
O -0.4348 2.0074 0.3893
H -3.8818 -2.3066 -0.2299
C -0.3018 0.2346 -1.8187
C 4.3426 -2.3000 1.3195
H 0.0425 -6.0395 -1.6448
N -2.2034 0.0676 0.1536
H 1.4744 -0.1247 -6.5568
H -0.5001 2.2718 -6.4712
H 5.2865 -2.6831 0.9442
C 1.3971 -0.1908 -5.4676
C -1.1751 4.2372 0.3317
H -0.1467 4.5512 0.4640
C -2.0938 -6.0219 -1.4244
H 0.3039 -3.7092 -0.8038
H -0.9393 2.3582 5.1094
C 2.6577 1.3645 -0.0222
H 4.0347 1.2879 1.6312
C -0.5583 -0.9953 5.1032
H -1.4766 2.5544 -5.0194
C -0.2574 -1.1884 6.4415
C -1.4259 2.8621 0.2949
```

Calculated values
Frontier orbital gap (spin up / spin down) (eV): 5.1 / 6.0
Relative energy (zero: lowest compared OMol25 entry of this formula, charge and spin) (kJ/mol): 97.5
DFT total energy (hartree): -3357.6374
Charge: -2
⟨S²⟩: 0.78
2S+1: 2

Results of the Löwdin charge analysis, in e, for atoms 1 through 6: -0.115, 0.019, -0.154, -0.112, 0.087, -0.065

***

3.
The following is a quantum chemistry calculation of a structure of composition C37H34N4O4PSiZr, from the Open Molecules 2025 dataset.

```
82
Properties=species:S:1:pos:R:3
H 2.5486 -1.9231 1.3481
C -3.6966 4.9770 2.4402
C 1.2944 1.1222 3.1367
C 0.6024 -0.5773 -7.1832
O -0.3620 1.2426 -1.6529
C -1.2539 -4.7221 -1.4659
C 0.9916 2.5022 1.1796
C 2.2918 2.9680 1.2625
C 2.6033 1.5987 3.1984
C -2.8400 -2.0112 4.5304
H 0.0355 -2.2400 -5.9532
C 5.0119 -1.2461 -0.5573
C 4.9298 -2.4101 -1.3064
C 2.8404 -1.6552 -2.2780
C -2.3766 4.9173 2.8539
C -2.3027 -1.5952 0.8064
H -3.1244 -2.8036 5.2125
P -1.2420 1.1352 1.6623
H -2.1813 1.3015 4.4616
H 3.7858 -3.5383 -2.7165
C 2.1902 0.2133 -5.0524
N -1.2399 -5.6559 -0.7739
H 4.1282 2.8545 2.3732
H -2.4795 -2.6501 0.5886
C -2.0214 -0.0333 2.7882
C -2.2953 -1.3144 2.2687
H -1.9195 5.7518 3.3697
H -5.1498 1.9037 0.4094
H 4.0681 0.6247 -0.0713
H 1.7726 -0.2941 4.6516
H -4.2914 5.8618 2.6274
H 1.3087 1.1916 -8.1671
H 0.2122 0.4865 4.8966
C 2.9538 -0.4879 -1.5212
O -0.0196 -1.5002 -2.6095
H 0.3694 2.8372 0.3550
C -2.7340 -0.6995 4.9925
C -1.2364 -3.5693 -2.2417
H 2.7230 1.8982 -6.2700
H 2.8191 0.5296 -4.2281
C 0.8865 0.0848 4.1418
H -2.9498 -0.4592 6.0254
H 2.1912 0.2810 -1.5924
C 1.4836 -2.1263 1.1897
C 2.1440 0.9853 -6.2033
H 5.6997 -3.1660 -1.2165
H 1.3011 -3.4216 -3.6994
O -2.2362 0.3374 -1.8445
C 1.3503 0.5880 -7.2686
H -0.6030 3.7384 2.9359
C -2.6364 -2.3109 3.1978
H 0.3736 -0.7530 3.6778
C 1.4471 -0.9612 -4.9498
H -3.5832 1.2124 -0.0046
H 5.8472 -1.0982 0.1171
H -0.0261 -0.8839 -8.0097
N -1.9588 -3.3398 -4.6746
C -3.5239 2.7384 1.5221
C -2.1872 2.6817 1.9440
H 1.3809 -2.9618 0.4867
H -4.3620 0.7578 1.5007
C -2.3166 0.2824 4.1153
N -0.6339 -2.4372 -1.6037
H 3.2472 1.2173 3.9825
H -3.1395 -1.0254 0.3710
C 3.1034 2.5144 2.2908
H 2.6622 3.6615 0.5195
C 0.4660 1.6075 2.1139
C -4.2555 3.8931 1.7815
C -4.1889 1.5948 0.8199
C 0.6470 -1.3479 -6.0318
C 4.0211 -0.2790 -0.6631
Zr -0.6769 -0.6750 -0.5681
C 3.8505 -2.6126 -2.1562
H -5.2866 3.9369 1.4523
C -1.6783 -3.4414 -3.5502
H 1.0233 -2.4185 2.1401
H -2.7898 -3.3199 2.8361
Si 1.3891 -1.9825 -3.4027
O 0.8422 -0.9860 0.6815
N -1.4069 1.1298 -2.3734
C -1.6325 3.7738 2.6041
```

Calculated values
Frontier orbital gap (eV): 5.7
Relative energy (zero: lowest compared OMol25 entry of this formula, charge and spin) (kJ/mol): 172.4
DFT total energy (hartree): -2628.2922
Charge: -1
2S+1: 1

Results of the Löwdin charge analysis, in e, for atoms 1 through 6: 0.070, -0.091, -0.244, -0.087, -0.272, -0.300

***

Q: The highest 2S+1 belongs to which entry?
A: C37H34N3O3SSiTi

***

Q: What is the DFT total energy in the first record?
A: -2763.3706 hartree